C19H18N2O4S | the ωB97M-V functional and the def2-TZVPD basis

```
44
Properties=species:S:1:pos:R:3:forces:R:3:nbo_charge:R:1
O -2.860283 -0.295181 -1.942693 -0.1052 0.0480 -0.0739 -0.592
C -3.143796 -0.490421 -0.779493 0.1817 -0.1045 0.3761 0.642
N -2.263916 -0.865867 0.200536 -0.2522 -0.0284 0.3593 -0.597
C -0.886227 -1.029958 0.112755 0.4903 -0.1505 -0.2401 0.180
C -0.212178 -1.052653 -1.107329 -0.1303 -0.0693 -0.0280 -0.258
C 1.163827 -1.180982 -1.123297 0.0694 -0.1103 0.0203 -0.118
C 1.859477 -1.285256 0.064100 0.6326 -0.1227 -0.1930 -0.376
S 3.638283 -1.321233 0.058212 0.0570 0.4179 0.1822 2.321
O 4.122689 -2.050322 1.193807 -0.1534 0.1529 0.1894 -0.942
O 4.101250 -1.682122 -1.252483 -0.3075 0.1820 -0.0091 -0.939
N 3.959217 0.288118 0.370978 -0.0430 -0.7956 0.0841 -0.881
C 3.995623 1.195250 -0.751421 -0.0296 0.4382 -0.3471 -0.215
C 3.358463 2.546070 -0.395017 0.0015 -0.3905 -0.0860 -0.426
C 1.908737 2.389862 -0.033431 0.0479 0.1501 0.0179 -0.010
C 1.514675 2.288061 1.293361 -0.0263 0.0500 -0.0050 -0.206
C 0.177414 2.157253 1.623330 -0.0496 0.0756 0.0735 -0.227
C -0.783214 2.120477 0.628140 -0.0862 0.1134 0.0319 -0.179
C -0.399801 2.195753 -0.699833 -0.0683 0.0768 -0.0333 -0.211
C 0.937802 2.328620 -1.025387 0.0270 0.0712 0.0603 -0.224
C 1.202504 -1.289516 1.279052 -0.1625 -0.0879 0.1213 -0.162
C -0.171245 -1.172360 1.304896 0.0776 -0.0870 -0.1518 -0.233
C -4.515919 -0.334700 -0.274278 -0.9006 0.3558 -0.9124 0.142
C -5.659275 0.007292 -0.951009 0.8961 -0.2207 0.2804 -0.231
C -6.695996 0.017852 0.005603 0.1386 -0.1307 0.5667 -0.313
C -6.114414 -0.315494 1.192043 -0.7738 0.2016 -0.2939 0.118
O -4.800923 -0.530161 1.039076 0.4825 -0.1174 0.1207 -0.406
H -2.648757 -0.943786 1.133244 0.0027 0.0155 -0.1898 0.412
H -0.768066 -0.954747 -2.024339 0.0202 -0.0002 -0.0164 0.259
H 1.709591 -1.212282 -2.052776 0.0019 0.0147 -0.1626 0.233
H 4.688271 0.409637 1.054270 0.1413 -0.2244 0.1855 0.409
H 3.427982 0.714776 -1.549713 0.0745 0.2002 -0.1531 0.214
H 5.020211 1.351760 -1.111305 -0.1377 -0.1132 -0.0344 0.197
H 3.905276 2.983437 0.442067 0.0366 0.0969 -0.0289 0.207
H 3.458523 3.206515 -1.258315 0.0649 0.0607 0.0424 0.219
H 2.260485 2.321096 2.073865 0.0978 0.0121 0.0873 0.209
H -0.115301 2.092461 2.661458 -0.0250 -0.0126 0.0950 0.209
H -1.829713 2.036671 0.884733 -0.0905 -0.0164 0.0235 0.200
H -1.144127 2.149849 -1.480645 -0.0777 -0.0190 -0.0880 0.222
H 1.231958 2.397726 -2.062835 0.0457 0.0094 -0.1517 0.209
H 1.781465 -1.391139 2.182329 -0.0177 0.0093 0.1987 0.241
H -0.699142 -1.174079 2.247698 -0.0417 0.0242 0.1176 0.211
H -5.728292 0.218678 -1.997611 0.0669 0.0309 -0.2327 0.247
H -7.728761 0.241733 -0.163676 -0.2273 0.0335 0.0412 0.236
H -6.516700 -0.428031 2.179777 0.0513 -0.0400 0.1554 0.208
```
Positions in Å, forces in eV/Å.

For the largest force on an atom, the calculation gives 1.33 eV/A. As for the frontier orbital gap: 8.80 eV. As for the calculated total energy: -1543.48764 hartree. The calculation puts the energy above the lowest of the compared OMol25 structures with the same formula, charge and spin at 62.64 kcal/mol.

=====

C20H22F26N9O20S10 | the ωB97M-V functional and the def2-TZVPD basis

```
107
Properties=species:S:1:pos:R:3:forces:R:3:mulliken_charge:R:1
C 1.714704 1.940190 1.918662 -0.1642 -0.8787 -0.4792 -0.833
C 1.884489 0.408369 1.726716 0.0142 1.1465 -0.1421 -0.690
N 1.217220 -0.037148 0.489931 -0.3033 -0.9561 -2.3013 0.632
C -0.155768 -0.257237 0.422541 -0.3446 0.4666 0.3842 -0.706
C -0.561128 -0.545289 -0.846592 2.5035 0.9608 0.3455 -1.110
N 0.629532 -0.472632 -1.614720 0.6552 -1.3523 0.3927 0.784
C 1.701307 -0.233070 -0.782945 -2.4760 0.1775 0.5161 -0.591
C 0.670232 -0.894638 -3.085938 0.1349 0.9002 0.5953 -0.470
H 0.689027 2.251535 1.720791 -0.3344 -0.1476 0.8486 0.002
H 2.227012 2.523900 1.153866 0.6673 -0.3065 0.0860 0.305
H 2.113766 2.103028 2.919820 -0.3769 0.6234 -0.0095 0.436
H 1.457950 -0.168223 2.547510 -0.1123 0.1966 -0.0191 0.366
H 2.964436 0.266564 1.767926 -0.0958 -0.6476 -0.6342 0.307
H -0.777504 -0.132198 1.296721 0.2857 -0.1632 0.0185 0.754
H -1.557407 -0.677988 -1.241862 0.3415 -0.2533 -0.2172 0.684
H 2.749849 -0.179795 -1.036173 -0.2697 0.0386 -0.3074 0.722
H -0.032130 -1.696489 -3.313604 0.0514 0.0350 0.5367 -0.128
H 1.667060 -1.214269 -3.389707 -0.0378 0.1252 0.3387 0.327
H 0.372221 -0.010608 -3.649651 0.1301 -0.0779 -0.0714 0.243
C -2.691556 3.235006 1.372034 -0.9571 -0.8141 0.0076 -0.761
C -3.895717 2.295595 1.515186 0.0235 -1.2385 0.0356 -0.375
N -5.081193 2.794995 2.242675 -0.3887 2.2166 -1.6083 0.333
C -5.339074 2.758281 3.567222 0.3967 -0.6501 0.7731 -0.155
C -6.473594 3.447761 3.773756 -1.6882 -0.1842 0.9840 -0.641
N -7.009129 3.809498 2.561786 2.4266 0.7340 -1.0044 0.166
C -6.020280 3.572976 1.651512 -0.6190 -1.5402 0.7941 -0.099
C -8.192001 4.615928 2.315145 0.4728 0.5289 -0.2426 -0.845
H -2.931839 4.167370 0.861099 0.0719 0.0669 0.2021 0.402
H -1.994075 2.670120 0.753536 0.2362 0.1716 0.0537 0.113
H -2.280182 3.349412 2.374921 0.2261 0.4067 -0.2000 0.365
H -3.585886 1.403586 2.059646 0.1109 0.0754 0.2878 -0.181
H -4.324317 1.841427 0.621811 0.3524 0.5195 -0.4871 0.484
H -4.743956 2.168128 4.248361 0.2352 0.1632 0.0184 0.434
H -7.001523 3.696151 4.682587 0.0696 -0.3463 -0.0370 0.447
H -6.016232 3.903893 0.623467 -0.0777 -0.3091 0.0296 0.388
H -8.087372 5.532749 2.895315 -0.4265 -0.1257 0.2040 0.377
H -9.110106 4.063216 2.514351 0.1830 0.0978 0.1285 0.301
H -8.165126 4.931863 1.272282 -0.1489 -0.2228 -0.0022 0.298
N -3.539565 -0.416109 3.749094 -2.3085 -3.3611 -3.5708 -0.214
S -2.232872 -0.301290 4.437979 7.6702 4.3095 7.3368 0.829
O -0.970026 -0.102581 3.708122 -2.7106 -0.6879 0.2347 -0.271
O -2.093467 -0.924159 5.741393 -0.4486 -0.4100 -1.7469 -0.613
F -2.552678 1.222998 4.997048 -0.1209 0.4131 -0.6565 -0.403
S -3.130945 -1.827897 2.931684 -2.6351 -2.8438 -3.7375 0.852
O -2.781966 -3.027944 3.670171 -0.1270 2.3292 -0.4175 -0.548
O -2.498870 -1.571188 1.647352 -0.8023 -0.0611 2.0674 -0.384
F -4.673230 -2.181609 2.483406 0.8802 0.5661 0.4577 -0.338
C 5.354269 -3.095081 -4.459725 -1.3994 1.3132 -0.0065 0.590
F 5.627007 -2.076737 -5.397298 -0.0322 -1.7927 2.1217 -0.222
F 6.388445 -3.918459 -4.349076 0.0031 0.7175 0.1373 -0.220
F 5.056413 -2.520462 -3.219301 0.8646 -1.0086 -2.5142 -0.194
S 3.865192 -4.013010 -5.207252 -1.3478 0.3458 -1.1318 0.996
O 2.867123 -2.938726 -5.395635 2.0898 -2.0344 0.8315 -0.519
O 4.395919 -4.637270 -6.413466 -0.0140 0.5927 1.3556 -0.684
N 3.491657 -5.226304 -4.106769 4.2765 1.7544 -2.3823 -0.533
S 2.070810 -5.078175 -3.659337 -6.8248 0.7186 0.5908 1.223
O 1.813409 -4.068062 -2.638296 0.4468 -1.0118 -0.1996 -0.564
O 1.092838 -5.046581 -4.781492 1.6366 -0.8842 2.1118 -0.641
C 1.834719 -6.821180 -2.774692 -0.4581 2.9316 -1.9344 0.424
F 0.626233 -6.840853 -2.184742 0.7333 -0.3166 0.0912 -0.194
F 1.863782 -7.731634 -3.739397 -0.0437 -0.8082 0.1220 -0.231
F 2.809521 -7.030997 -1.923615 0.1763 -0.5650 0.8399 -0.216
C 4.569876 -2.595045 4.562041 -1.5385 0.2038 0.6629 0.663
F 4.752382 -3.416643 5.587061 0.6952 -0.5766 -0.0114 -0.250
F 5.273320 -2.993225 3.492574 -0.5285 0.4155 0.7998 -0.199
F 3.233691 -2.639380 4.311309 1.5013 0.2712 -0.3976 -0.170
S 5.039514 -0.852390 5.129637 1.2898 1.5021 -0.9985 0.905
O 6.500195 -0.718109 5.053812 -1.6708 -1.2491 1.6824 -0.656
O 4.447717 -0.000130 4.111877 -0.6459 -0.8881 1.2468 -0.486
N 4.319784 -0.804997 6.794778 6.2976 -3.8899 -2.9758 -0.499
S 3.223249 0.149716 6.680087 -8.6797 5.7003 -1.3534 1.186
O 3.556596 1.553561 6.372143 0.0607 -1.5120 0.8277 -0.708
O 2.007301 -0.328436 5.942826 2.4067 0.6451 1.6354 -0.531
C 2.540941 0.249165 8.507766 0.1692 -0.4894 -2.4608 0.405
F 3.501482 0.648728 9.352768 -0.7826 0.0586 0.2444 -0.218
F 1.478824 1.115136 8.494934 1.4084 -0.9477 0.6070 -0.211
F 2.105258 -0.981689 8.849820 0.0752 0.8546 0.4954 -0.222
C 5.076925 2.183650 -4.693522 -0.7090 0.6281 0.9264 0.373
F 5.630770 0.976030 -4.821809 -0.3109 0.8455 -0.7294 -0.147
F 5.792341 2.834445 -3.742235 -0.3730 -0.0427 -1.1224 -0.228
F 5.062568 2.905768 -5.865156 0.4390 -1.1980 1.5579 -0.211
S 3.299497 1.923583 -4.022080 -1.3969 -1.5287 -0.4533 1.225
O 2.548760 1.371429 -5.195768 1.9829 1.5224 3.0087 -0.657
O 3.547679 1.046080 -2.817882 -0.6864 2.2909 -3.3131 -0.524
N 2.742242 3.526265 -3.655667 1.7449 -2.6829 -2.2663 -0.683
S 2.145262 3.484714 -2.242092 -1.4625 -0.7057 3.5027 1.300
O 0.865021 2.757489 -2.139345 1.5075 1.3577 0.0088 -0.462
O 3.130203 3.220334 -1.198366 -0.9766 0.5366 -0.3290 -0.695
C 1.774722 5.353131 -1.960764 0.1905 -1.7681 0.3344 0.348
F 1.427301 5.558295 -0.644503 -0.7332 -0.1934 -1.6366 -0.224
F 2.911230 6.018172 -2.082708 -0.0191 0.6461 -0.7788 -0.220
F 0.834823 5.767708 -2.855011 0.7874 0.3288 1.3925 -0.209
C -2.975712 -4.258191 -2.787327 0.6720 2.0378 -0.6474 0.646
F -4.173232 -4.063726 -2.243038 -0.0742 0.0404 0.1706 -0.243
F -2.027387 -4.027083 -1.871019 -0.4713 -0.4453 -0.3870 -0.175
F -2.925028 -5.488455 -3.245023 0.2962 -0.4538 -0.0312 -0.208
S -2.740950 -3.026829 -4.286860 1.7140 -0.6230 0.1472 0.768
O -1.370146 -3.230787 -4.852966 -3.8214 0.0791 1.5054 -0.513
O -3.960903 -3.277182 -5.076331 2.1243 0.1343 1.1449 -0.603
N -2.766564 -1.494595 -3.388631 -0.1114 -3.3657 -0.4388 -0.219
S -2.966649 -0.553156 -4.586289 -1.6653 3.9135 -2.1496 0.906
O -1.868441 -0.481306 -5.510727 0.0276 0.1903 0.0180 -0.591
O -4.304362 -0.580027 -5.182068 0.9565 0.3805 0.5445 -0.681
C -2.993881 1.211200 -3.733651 1.6020 -1.1856 -1.0807 0.484
F -3.071485 2.247343 -4.637621 -0.1532 -1.2528 0.9723 -0.251
F -4.036700 1.243026 -2.930658 -0.7485 0.6472 0.5974 -0.232
F -1.873462 1.407766 -3.000454 -0.6619 0.1253 -0.2907 -0.092
```
Positions in Å, forces in eV/Å.

For the largest force on an atom, the calculation gives 11.46 eV/A. Its total charge is -3. As for the frontier orbital gap: 5.85 eV. As for the calculated total energy: -9351.09338 hartree.